50
Properties=species:S:1:pos:R:3:forces:R:3 method="wB97M-V/def2-TZVPD" energy_ha=-1922.85989 relative_energy_kcal_mol=66.0 e_lumo_ev=-0.04
C 2.289 0.975 6.164 -0.007 0.263 0.400
C 1.815 2.226 6.916 -0.157 -1.350 0.092
O 0.869 2.718 6.042 -2.112 1.954 -1.447
C 0.881 2.198 4.782 0.105 1.764 -1.822
O 0.362 2.693 3.775 1.012 -1.708 3.376
O 1.688 1.128 4.765 1.612 -0.763 2.242
H 2.035 0.032 6.647 -0.789 0.017 -0.601
H 3.361 1.035 6.352 0.404 -0.314 -1.832
H 2.627 2.924 7.121 -0.079 0.232 -0.400
H 1.332 2.015 7.870 -0.027 -0.151 -0.033
C 1.489 -2.145 -4.645 0.565 -0.028 2.390
C 1.616 -3.602 -4.228 0.030 0.106 -0.111
O 1.292 -4.328 -5.457 0.135 0.302 0.924
C 0.681 -3.470 -6.290 0.116 1.217 -1.627
O 0.231 -3.694 -7.384 0.411 -0.168 1.775
O 0.742 -2.187 -5.770 -1.416 -0.945 -2.902
H 2.445 -1.632 -4.754 -0.181 -0.246 -0.345
H 0.879 -1.623 -3.909 0.383 0.288 0.283
H 0.882 -3.823 -3.452 -0.018 -0.433 -0.168
H 2.621 -3.792 -3.853 -0.115 -0.564 -0.376
C 2.888 1.861 -2.304 -1.477 0.425 -0.906
C 1.862 1.491 -3.341 -1.115 -0.757 0.552
O 2.507 0.415 -4.046 0.224 -0.375 -1.329
C 3.866 0.510 -3.943 0.949 -1.596 0.242
O 4.753 -0.231 -4.433 -3.793 3.022 1.562
O 4.055 1.501 -3.053 2.408 0.827 1.041
H 2.780 1.429 -1.309 0.430 -0.819 -0.326
H 2.664 2.912 -2.118 1.336 0.363 -0.221
H 1.549 2.336 -3.954 0.771 -0.075 -0.624
H 0.902 1.185 -2.925 0.428 -0.590 0.000
C -4.311 -1.701 1.722 0.962 0.922 -0.927
C -4.490 -0.960 3.084 0.498 -1.010 -2.269
O -5.327 0.078 2.614 -2.433 1.446 1.346
C -5.585 0.133 1.274 2.067 1.734 -1.327
O -6.183 0.970 0.621 0.663 -2.198 2.309
O -4.668 -0.717 0.728 -1.607 -0.350 -0.194
H -4.997 -2.543 1.622 0.353 -0.180 0.049
H -3.302 -1.843 1.335 0.144 -1.135 1.013
H -3.575 -0.551 3.514 -0.083 0.163 -0.163
H -4.928 -1.677 3.778 -0.514 0.606 0.177
C -1.807 1.749 0.735 -0.937 -1.812 -0.192
S -1.130 1.245 -0.935 1.010 1.684 2.091
O 0.080 2.165 -1.099 -1.108 -1.257 -0.160
C -0.511 -0.412 -0.424 0.094 0.542 -0.530
H -2.542 0.983 0.980 -0.343 -0.442 -0.351
H -2.444 2.633 0.770 0.856 0.421 -0.382
H -1.111 1.587 1.558 0.601 0.847 -0.379
H -0.083 -0.784 -1.356 -0.067 -0.276 0.027
H -1.339 -1.042 -0.103 0.014 0.079 -0.081
H 0.292 -0.372 0.312 -0.201 0.319 0.136